# 1
Molecular formula: C29H29N3O10S5W
Method: DFT, ωB97M-V/def2-TZVPD

Structure (XYZ):
```
77
Properties=species:S:1:pos:R:3:mulliken_charge:R:1
H 3.848 3.142 -3.916 0.397
S 1.201 3.560 -0.968 -0.380
H 1.080 -0.864 5.800 0.423
C 0.658 0.816 3.865 -0.108
H -1.978 -4.795 0.062 0.432
H 4.648 3.240 -2.346 0.364
C 0.418 -3.924 -0.816 -1.521
C 0.992 1.458 5.051 -0.001
C 2.714 1.080 -1.451 0.443
N -5.233 -0.376 0.146 -0.269
O 1.444 1.799 7.302 -0.613
O 1.144 1.411 0.350 0.130
C 3.388 1.552 -2.588 0.940
S -1.748 2.858 0.380 -0.448
C -1.466 1.640 -3.774 0.648
O -4.672 -1.758 -1.958 -0.601
H -0.205 -1.780 -2.381 0.374
S 0.140 2.326 -3.520 -0.130
O -2.195 0.543 2.280 -0.706
S -5.901 -1.629 -0.828 0.666
H 0.710 -3.710 0.212 0.216
H 0.396 -5.006 -0.937 0.550
H -2.473 -0.915 -2.908 0.993
O -1.872 -0.369 0.341 -0.132
H -5.018 0.199 2.132 0.383
H -4.599 0.278 -0.287 0.337
C 3.186 -1.177 -2.173 -0.833
C 2.663 -0.309 -1.225 0.978
W -0.420 0.929 1.162 0.649
S -2.455 1.656 -2.286 -0.008
H 4.375 1.012 -4.397 0.337
C -3.571 -1.364 1.756 0.089
C 2.117 1.999 -0.392 0.012
H 1.040 -1.051 0.012 -0.318
O 1.285 -0.315 6.614 -0.535
C 0.511 4.272 2.780 -0.969
H -4.213 -3.882 -0.407 0.457
H -3.501 -1.648 2.805 0.535
C 0.460 -0.583 3.493 1.166
H 3.155 -2.240 -1.985 0.304
H -3.455 -2.239 1.116 -0.440
H 2.559 -1.951 0.120 0.697
H 0.031 4.122 1.811 0.027
C 3.784 -0.729 -3.339 0.189
H -0.076 4.978 3.363 0.413
C -1.245 2.377 -1.226 -0.073
C -3.463 -2.307 -1.655 0.384
C -2.332 -1.735 -2.223 -0.793
H 4.855 -2.509 -3.857 0.375
C 0.616 2.971 3.479 -0.008
N 0.957 2.796 4.764 0.016
H 3.550 -2.106 -4.959 0.297
H -5.727 -1.403 1.826 0.470
H 1.162 -3.510 -1.492 0.196
C 4.344 -1.683 -4.346 -1.456
H 2.440 -0.398 0.935 0.270
H 1.499 4.700 2.611 0.267
C 2.141 -0.949 0.037 -1.201
C -0.080 2.745 -1.830 0.302
H 1.139 3.496 5.472 0.266
N 0.428 1.785 2.889 0.251
C -1.078 -2.240 -1.938 -0.334
H 2.958 3.682 -2.499 0.389
C -3.332 -3.412 -0.822 -0.693
O 0.076 -0.733 2.255 -0.553
C -4.954 -0.699 1.509 -1.007
C -2.489 -0.374 1.454 0.657
C 1.264 0.986 6.423 0.438
C 3.879 0.639 -3.515 -0.868
H 2.909 2.424 0.252 0.437
O -6.958 -1.047 -1.589 -0.555
O -1.849 1.196 -4.811 -0.570
O 0.637 -1.498 4.304 -0.888
C -2.073 -3.922 -0.566 -0.498
C -0.932 -3.341 -1.104 0.703
H 5.048 -1.178 -5.001 0.384
C 3.713 2.991 -2.849 -1.743
```

Output
**Lowest unoccupied orbital energy (spin up / spin down)**: -0.89 / -0.80 eV
**Gap between HOMO and LUMO (spin up / spin down)**: 6.909 / 7.052 eV
**Calculated total energy**: -4097.32646 a.u.
**Total charge**: 0



# 2
Molecular formula: C29H30AgO3P2
Method: DFT, ωB97M-V/def2-TZVPD

Structure (XYZ):
```
65
Properties=species:S:1:pos:R:3:mulliken_charge:R:1
H 0.606 -2.117 -1.212 0.495
C 4.450 2.930 3.667 -0.345
H -1.314 -6.485 3.104 0.437
H 0.818 -2.795 3.077 0.382
P -0.162 -1.338 0.912 1.042
C -0.278 -1.457 -0.933 -0.996
C 5.079 2.405 1.474 -0.446
H -0.244 0.862 2.573 0.263
C -2.912 -0.544 1.048 -0.158
C -1.082 -5.516 2.715 -0.670
H 4.760 3.167 0.734 0.320
H -2.335 -3.584 0.218 0.212
C 0.525 0.098 -3.310 0.448
H 1.061 2.079 -3.200 0.315
Ag 2.044 1.291 0.610 0.601
H -4.380 2.047 2.609 0.452
H -4.890 0.195 1.078 0.385
C 1.830 1.200 -5.010 -0.588
O 0.380 1.263 -0.866 -0.774
C 1.807 0.001 -5.757 -0.287
C -4.444 1.763 -2.702 -0.496
H -5.398 2.152 -3.027 0.430
H -0.114 -1.892 -3.690 0.385
H 3.063 1.204 3.623 0.269
H -3.962 3.321 -1.283 0.397
C -3.650 2.399 -1.778 -0.704
H -3.184 -1.400 0.454 0.179
C 4.040 1.567 3.317 -0.409
H 6.014 4.068 2.574 0.309
H -1.730 2.337 -0.728 0.327
C -2.803 -0.006 -2.951 -0.327
H 2.323 2.158 -5.284 0.362
C -4.042 0.560 -3.253 -0.616
C 5.656 3.036 2.749 -0.679
P -0.284 0.209 -1.720 0.928
H 4.720 0.780 3.688 0.212
H -2.496 -0.977 -3.441 0.250
H -2.125 2.391 3.505 0.415
H 4.626 3.180 4.706 0.381
C -1.989 0.644 -2.024 0.563
C -1.590 -0.389 1.463 0.677
O 3.970 1.594 1.858 -0.194
H -1.139 -2.039 -1.103 0.698
H 6.528 2.487 3.100 0.284
C -0.115 -4.665 3.188 -0.449
C 1.114 -1.097 -5.319 -0.853
H 3.665 3.644 3.317 0.198
H 0.617 -4.922 3.978 0.333
C 0.079 -3.407 2.626 -0.578
H 2.259 0.027 -6.758 0.346
C -1.327 0.733 2.321 -0.093
C -2.337 1.557 2.859 -0.830
C -3.593 1.378 2.383 -0.435
C -3.879 0.330 1.499 -0.720
C 0.473 -1.072 -4.080 -0.140
C -2.434 1.842 -1.423 -0.211
O 1.175 -0.849 1.348 -0.855
C -1.630 -3.838 0.990 -0.500
H -4.744 0.127 -4.009 0.342
C 1.137 1.214 -3.881 -0.557
H 0.962 -1.927 -5.986 0.399
H -2.597 -5.710 1.220 0.367
C -1.830 -5.043 1.609 -0.565
C -0.639 -2.957 1.518 0.825
H 5.890 1.788 1.017 0.248
```

Output
**Lowest unoccupied orbital energy**: -2.32 eV
**Gap between HOMO and LUMO**: 9.382 eV
**Calculated total energy**: -2178.31568 a.u.
**Total charge**: +1



# 3
Molecular formula: C29H30AuGeN5OP
Method: DFT, ωB97M-V/def2-TZVPD

Structure (XYZ):
```
68
Properties=species:S:1:pos:R:3:mulliken_charge:R:1
C -0.257 -2.740 -1.589 0.191
H 1.657 0.494 0.081 0.796
C -2.170 1.532 1.884 -0.338
H 1.324 -3.023 4.840 0.423
H -4.850 -2.943 0.938 0.483
H 3.702 1.659 1.099 0.399
C 0.930 -2.506 3.981 -0.637
H 2.480 2.212 -1.369 0.258
C -3.978 1.979 -0.177 -0.691
P -0.660 -0.274 0.293 1.109
C 2.632 0.215 -3.934 0.449
H 2.648 -2.893 2.763 0.447
C -3.911 -2.895 0.411 -0.754
H -4.674 2.172 -0.980 0.457
Ge 1.293 2.290 1.865 0.826
H -0.803 3.799 1.624 0.355
H 1.092 -2.879 -6.665 0.203
H 0.506 1.712 -0.497 0.949
C -0.331 -1.935 4.031 -0.844
H 0.488 4.635 2.480 0.431
H 0.195 1.337 4.032 0.412
H -2.714 0.696 -1.349 0.338
C 0.267 3.974 1.648 -1.266
C 2.857 1.759 -2.274 -0.067
C 1.172 -1.763 1.714 -0.377
C 1.848 -0.823 -4.545 0.147
Au 0.284 -0.592 -1.903 0.813
O 0.627 -3.405 -2.040 -0.482
H -3.447 2.770 3.070 0.465
C -0.078 -1.154 1.776 1.234
H 4.179 0.262 -5.440 0.483
C 4.009 2.234 -2.880 -0.453
H -1.837 -0.854 2.969 0.339
H 3.729 2.974 2.265 0.468
H -3.489 -0.949 1.147 0.336
H -1.458 1.358 2.677 0.294
H 3.317 3.305 0.591 0.365
C -1.902 -1.689 -0.098 0.739
C 0.226 -2.148 -4.862 -0.285
N 1.110 -2.272 -5.858 0.110
C -2.877 1.170 -0.387 -0.223
C -1.987 0.917 0.653 0.751
C -0.843 -1.274 2.930 -0.470
C 0.748 1.043 0.335 -2.194
H 1.748 -1.721 0.798 0.307
H 0.554 4.478 0.730 0.385
H -4.135 -4.812 -0.512 0.421
C -4.198 2.530 1.076 -0.726
N 2.176 0.736 -2.779 -0.078
N 2.137 -1.447 -5.669 -0.649
C -1.449 -2.769 -0.897 0.626
H -0.679 -2.710 -4.771 0.517
N 4.486 1.693 -3.999 -0.568
C 1.673 -2.434 2.814 -0.748
C -2.305 -3.897 -1.067 -1.104
N 0.654 -1.231 -4.024 -0.275
C -3.287 2.324 2.099 -1.083
C -3.122 -1.763 0.541 -0.875
H -1.992 -4.694 -1.723 0.554
C 3.212 2.583 1.395 -1.478
C 3.804 0.703 -4.528 -0.260
C 1.200 1.599 3.722 -1.342
C -3.500 -3.948 -0.403 -0.741
H 4.573 3.057 -2.470 0.418
H -5.085 3.117 1.257 0.435
H -0.921 -2.001 4.932 0.464
H 1.559 2.387 4.380 0.471
H 1.840 0.732 3.849 0.337
```

Output
**Lowest unoccupied orbital energy (spin up / spin down)**: -3.39 / -3.39 eV
**Gap between HOMO and LUMO (spin up / spin down)**: 6.719 / 6.719 eV
**Calculated total energy**: -4025.78458 a.u.
**Total charge**: +1



# 4
Molecular formula: C29H30BN4O10P
Method: DFT, ωB97M-V/def2-TZVPD

Structure (XYZ):
```
75
Properties=species:S:1:pos:R:3:mulliken_charge:R:1
C 0.864 -5.630 -0.870 0.141
H 1.612 9.090 0.164 0.402
H 0.220 7.538 1.524 0.420
C -1.416 0.851 -2.305 -0.138
H -3.304 -6.553 -2.824 0.232
O 6.443 -4.328 0.394 -0.534
C -3.313 3.563 6.307 -0.376
H 2.049 -6.613 3.384 0.318
H 0.611 4.481 -1.557 0.448
O -2.606 5.375 7.631 -0.549
C 1.803 -7.107 2.365 -0.296
C -2.021 -3.318 -1.903 0.448
C 0.309 5.892 0.087 0.376
H 6.637 -1.923 -0.938 0.283
C 1.372 8.087 -0.169 -0.402
H -1.497 1.433 0.739 0.282
H -2.446 2.957 1.255 -0.053
N -0.495 -5.328 -1.261 -0.348
C 0.625 7.256 0.561 -0.429
H 1.896 -0.645 0.388 0.321
C -2.819 4.941 6.513 0.349
C 0.320 -1.284 -1.667 0.057
O -2.626 1.269 -1.608 -0.372
C -3.324 3.917 3.881 0.405
C 4.663 -4.552 -1.411 -0.622
H -0.578 1.574 -1.992 0.020
H -4.900 -5.001 -0.447 0.260
O -3.969 -5.283 -0.677 -0.515
H -0.739 3.160 0.478 0.211
B 1.625 -0.268 -1.560 0.740
C 0.852 5.484 -1.225 -0.133
H 4.219 -3.749 -2.104 0.228
H -1.855 3.295 -1.711 0.244
H -3.335 -1.393 -2.433 0.403
C -2.830 5.294 4.087 -0.226
H -5.485 -3.426 -1.950 0.289
H 3.806 -4.639 0.712 0.276
C -2.293 -1.786 -2.157 -0.854
H 7.661 -3.082 -1.663 0.294
C -3.548 3.087 5.083 -0.387
C -2.595 5.771 5.311 -0.366
C 1.455 -7.259 1.093 -0.172
C 1.164 -7.199 -0.512 -0.595
H 2.004 6.032 -2.918 0.438
O -3.537 3.482 2.763 -0.606
C -1.105 -0.704 -2.042 0.013
N -3.199 -5.606 -3.222 -0.770
H 2.024 -7.640 -1.137 0.343
H -2.232 6.777 5.479 0.403
C 5.974 -3.915 -0.717 0.436
C 3.579 -5.127 -0.315 -0.270
N 6.671 -2.813 -1.472 -0.518
O 2.349 -0.103 -0.305 -0.633
O -0.375 5.134 0.753 -0.474
C 2.082 -4.637 -0.749 0.304
C 0.583 -2.837 -1.375 0.159
C 1.915 7.679 -1.481 0.281
H -3.911 2.080 4.915 0.427
O 2.046 0.414 -2.768 -0.591
C 1.598 6.315 -1.954 -0.436
H -2.672 5.889 3.196 0.428
O 2.598 8.436 -2.146 -0.547
N 1.938 -3.225 -1.021 -0.426
H 0.202 -7.842 -0.661 0.301
H -1.580 1.017 -3.448 0.265
H 3.704 -6.267 -0.329 0.204
H 2.300 -0.301 -3.413 0.329
C -1.728 2.540 0.458 -0.146
H -3.471 2.969 7.198 0.400
H -3.491 3.056 -0.839 0.311
P -3.531 -4.474 -2.139 0.696
H 4.935 -5.452 -2.105 0.334
C -0.570 -3.893 -1.487 0.213
C -2.453 2.593 -1.017 -0.483
O -4.860 -3.529 -2.713 -0.465
```

Output
**Lowest unoccupied orbital energy**: -1.82 eV
**Gap between HOMO and LUMO**: 6.608 eV
**Calculated total energy**: -2460.30994 a.u.
**Total charge**: 0
**SMILES**: C#CCc1nc2c(P(=N)(O)O)cc(COCC)c(B(O)O)c2nc1CCC(N)=O.O=C1C=CC(=O)C=C1.O=C1C=CC(=O)C=C1